36
Properties=species:S:1:pos:R:3:forces:R:3:nbo_charge:R:1 method="wB97M-V/def2-TZVPD" charge=+1 homo_ha=-0.4258 de_lowest_kcal_mol=0.00
Sn -0.3611 1.5192 -1.5096 0.2 0.1 0.0 1.225
I -4.4493 1.9032 0.6098 0.1 0.4 0.6 0.145
C -5.6819 0.9020 -0.7479 0.4 -0.1 0.0 -0.720
I -4.4408 0.1291 -2.2827 -0.4 -0.2 -0.3 0.142
H -6.4144 1.5609 -1.1434 -0.2 0.8 -0.6 0.233
H -6.2476 0.1636 -0.2210 0.2 -0.8 0.2 0.232
F 0.3311 -0.6157 -3.2134 -0.8 -0.7 -0.1 -0.393
C 1.2205 0.2497 -2.6034 -0.2 -0.1 0.1 0.115
F 2.0505 -0.5945 -1.8584 -0.1 0.7 -0.3 -0.393
H 1.7624 0.6444 -3.4720 0.5 0.1 0.5 0.148
N 6.1184 1.7049 -0.2701 -0.3 0.1 0.0 -0.218
C 5.0225 1.8304 0.0552 0.3 -0.1 -0.3 0.235
C 3.6744 1.9610 0.5140 -0.9 0.1 0.0 -0.177
C 3.4216 1.9421 1.8845 0.2 0.4 -0.3 -0.088
C 2.1224 2.0671 2.3422 -0.3 0.0 0.1 -0.242
C 1.0877 2.1650 1.4117 0.5 -0.6 0.0 0.075
N 1.3203 2.1496 0.0756 0.1 -0.3 0.6 -0.527
C 2.5761 2.0612 -0.3631 0.8 -0.1 0.4 0.112
H 4.2564 1.8805 2.5681 0.0 -0.1 0.1 0.251
H 1.9497 2.0482 3.4242 -0.2 0.1 -0.6 0.251
H 0.0541 2.1094 1.7493 0.1 0.3 -0.3 0.226
H 2.7519 2.0013 -1.4342 -0.1 0.2 0.2 0.227
C -1.4463 -1.7092 1.9325 -0.6 -1.2 1.5 -1.026
As -0.7758 -1.6508 0.1758 -0.7 0.6 -0.2 2.017
C 0.9257 -2.4596 0.0698 0.0 -0.9 -0.1 -1.003
C -2.0055 -2.5656 -0.9790 -1.2 0.2 -0.3 -1.017
O -0.7619 0.0153 -0.1286 0.2 -0.1 -0.2 -1.254
H -1.5085 -2.7530 2.3476 0.5 0.8 -0.5 0.265
H -2.4940 -1.4000 1.9526 0.2 0.4 -0.2 0.272
H -0.8375 -1.0862 2.6096 -0.3 -0.2 -0.4 0.264
H 0.8851 -3.4151 0.6371 0.0 0.5 -0.5 0.264
H 1.7198 -1.8429 0.4798 -0.1 0.2 -0.1 0.272
H 1.0546 -2.6228 -1.0078 0.4 -0.2 0.4 0.277
H -2.1128 -3.5775 -0.6083 0.2 -0.3 0.0 0.257
H -1.7325 -2.5903 -2.0376 0.4 0.1 0.3 0.275
H -3.0356 -2.1249 -0.9586 1.1 0.0 0.3 0.279